A) Density functional theory data (ωB97M-V/def2-TZVPD) for a single C7H9N molecule.

E_HOMO: -8.2 eV
SMILES: C1=CC2(C=C1)CNC2
LUMO energy: 0.586 eV
Kohn-Sham gap: 8.830 eV
spin multiplicity: 1

The geometry in XYZ format:
```
17
C7H9N, DFT ωB97M-V/def2-TZVPD
C 0.225 0.498 2.195
C -0.086 1.016 0.975
C 0.082 -0.080 -0.080
C 0.573 -1.199 0.731
C 0.520 -0.791 2.011
C 0.820 0.313 -1.570
N -0.493 0.559 -2.078
C -1.238 -0.104 -0.956
H 0.068 1.170 2.949
H -0.461 2.117 1.011
H 0.840 -2.188 0.282
H 0.943 -1.306 2.918
H 1.488 1.169 -1.932
H 1.311 -0.638 -2.015
H -0.751 0.096 -2.890
H -1.812 -1.085 -1.189
H -2.028 0.451 -0.361
```

B) Density functional theory data (ωB97M-V/def2-TZVPD) for 2 unconnected molecules or ions with the total composition C7H9N.

E_HOMO: -9.6 eV
SMILES: c1ccncc1.C=C
LUMO energy: 0.738 eV
Kohn-Sham gap: 10.332 eV
spin multiplicity: 1

The geometry in XYZ format:
```
17
C7H9N, DFT ωB97M-V/def2-TZVPD
C -0.682 -0.239 -2.236
C 0.715 -0.281 -2.017
C 1.367 0.649 -1.403
N 0.865 1.835 -1.137
C -0.456 1.840 -1.130
C -1.279 0.851 -1.648
H -1.105 -1.023 -2.679
H 1.302 -1.091 -2.041
H 2.465 0.236 -1.064
H -0.841 2.834 -1.001
H -2.369 0.833 -1.543
C 0.181 -0.404 2.833
C -0.165 -1.688 3.174
H -0.565 0.353 2.711
H 1.216 -0.138 2.488
H -1.177 -1.942 3.385
H 0.528 -2.626 3.310
```

C) Density functional theory data (ωB97M-V/def2-TZVPD) for a single C7H9N molecule.

E_HOMO: -9.2 eV
SMILES: CCc1ccccn1
LUMO energy: 1.001 eV
Kohn-Sham gap: 10.223 eV
spin multiplicity: 1

The geometry in XYZ format:
```
17
C7H9N, DFT ωB97M-V/def2-TZVPD
C -2.437 0.271 0.358
C -1.471 -0.730 -0.330
C -0.073 -0.314 -0.174
C 0.442 0.927 -0.245
C 1.760 1.140 -0.071
C 2.681 0.077 0.097
C 2.025 -1.237 0.155
N 0.737 -1.415 -0.025
H -2.018 0.473 1.467
H -2.596 1.269 -0.170
H -3.460 -0.161 0.254
H -1.800 -1.771 0.135
H -1.653 -0.936 -1.401
H -0.359 1.836 -0.394
H 2.125 2.184 -0.031
H 3.587 0.389 0.228
H 2.510 -2.001 0.146
```

D) Density functional theory data (ωB97M-V/def2-TZVPD) for a molecular structure, C7H9N.

E_HOMO: -8.0 eV
LUMO energy: 0.419 eV
Kohn-Sham gap: 8.404 eV
spin multiplicity: 1

The geometry in XYZ format:
```
17
C7H9N, DFT ωB97M-V/def2-TZVPD
C -0.813 -0.519 1.642
C 0.869 0.266 0.240
C 1.498 0.948 -0.835
C 0.679 0.878 -1.893
C -0.733 0.155 -1.469
C -1.193 -0.781 0.242
C 0.043 -0.820 -0.577
H -1.142 0.424 2.407
H -1.451 -1.258 2.158
H 1.190 -0.032 2.559
H 0.065 1.175 0.374
H 2.412 1.469 -0.855
H 0.548 1.830 -2.591
H -1.371 -0.272 -2.151
H -2.020 -1.302 -0.064
H 0.694 -1.706 -0.781
N 0.725 -0.455 1.594
```

Energetically preferred structure: C) | next structure: +61.0 kJ/mol